# 1
ORCA calculation (wB97M-V/def2-TZVPD) on 2 unconnected molecules or ions with the total composition C28H35NO4.

Output
Spin multiplicity: 1
LUMO level in eV: -3.286
E_HOMO in Ha: -0.18055
Total charge: 0
Electronic energy in eV: -39280.009
ΔE to the lowest compared entry with this formula, charge and spin in kcal per mole: 76.18

```
68
Properties=species:S:1:pos:R:3:forces:R:3:lowdin_charge:R:1
C 2.474022 0.253035 3.344737 0.28 0.46 0.22 -0.08
C 1.994631 -1.161967 3.311114 -0.21 0.16 -0.17 -0.25
O 0.723143 -1.127303 2.650649 1.39 0.19 0.21 -0.03
C 0.250009 -2.379653 2.491542 -1.79 -1.51 0.04 -0.49
C -1.171845 -2.481700 2.212406 1.02 1.47 0.77 -0.07
C -1.848338 -3.796170 2.569577 -0.19 -0.04 -0.05 -0.40
C -2.082803 -3.921949 4.090740 -0.01 0.27 -0.25 -0.07
C -1.103481 -5.039162 2.099247 0.01 0.00 -0.05 -0.10
C -1.941874 -1.256890 2.463385 1.30 -1.58 -0.24 -0.48
O -1.600513 -0.082193 2.492052 -0.66 0.24 -0.32 0.03
O -3.214191 -1.654042 2.753838 -1.47 0.88 0.29 -0.10
C -4.224421 -0.660277 2.961334 0.46 -0.42 -0.77 -0.24
C -4.096871 0.170767 4.206041 0.13 0.43 0.23 -0.09
O 1.005175 -3.343254 2.702952 0.17 0.61 -0.16 -0.03
H 3.454888 0.296227 3.818301 0.08 0.07 0.10 0.07
H 2.582170 0.644057 2.330165 -0.11 -0.11 0.19 0.04
H 1.780497 0.881199 3.912606 0.08 0.03 -0.19 0.09
H 2.694913 -1.806921 2.774094 -0.11 0.02 0.11 0.11
H 1.870224 -1.562633 4.327819 0.06 0.00 -0.26 0.13
H -2.828645 -3.756529 2.081030 0.06 -0.30 0.13 0.12
H -2.716007 -3.077273 4.403216 0.33 -0.46 0.22 0.07
H -2.586214 -4.873874 4.316852 0.09 0.21 0.11 0.07
H -1.105149 -3.892671 4.599921 -0.36 -0.02 -0.02 0.08
H -1.111404 -5.071933 1.003387 0.16 -0.16 0.07 0.07
H -0.068973 -4.963607 2.465836 -0.53 -0.45 -0.30 0.06
H -1.610547 -5.929843 2.501544 0.17 0.09 -0.23 0.07
H -4.241510 0.002570 2.078288 -0.12 -0.19 0.25 0.12
H -5.145527 -1.257294 3.008393 0.11 0.28 -0.15 0.12
H -4.966494 0.829610 4.196530 -0.07 0.15 0.25 0.07
H -4.134261 -0.433088 5.113720 0.06 -0.04 -0.03 0.07
H -3.193380 0.793623 4.207971 -0.22 -0.32 -0.06 0.07
C -1.415962 3.594009 -4.558543 -0.40 -0.17 -0.46 0.00
C -0.745228 3.317421 -3.277081 0.20 -0.37 1.70 -0.16
N -0.455014 4.344264 -2.430577 0.04 -0.64 -0.56 -0.03
C -0.968598 5.704262 -2.521385 -0.08 0.06 -0.16 0.01
C 0.373130 3.908591 -1.392721 -0.22 -0.98 -0.06 -0.15
C 0.624314 2.526830 -1.602751 0.51 0.71 0.35 -0.12
C 1.423424 1.832809 -0.689046 0.06 0.45 0.25 0.01
C 1.905140 2.536137 0.422472 -0.33 -0.08 -0.43 -0.04
C 1.561945 3.881286 0.660403 -0.06 0.11 -0.56 -0.05
C 0.809890 4.603179 -0.273614 0.17 -0.19 0.31 -0.01
C -0.142536 2.106761 -2.769344 -0.22 0.93 0.28 -0.10
C -0.300319 0.749646 -3.135224 0.18 0.38 -1.92 0.13
C 0.800952 -0.084181 -3.500185 0.11 -0.42 0.16 -0.20
C 2.152408 0.367690 -3.433189 0.21 -0.20 0.29 0.00
C 3.211992 -0.520913 -3.547961 -0.52 0.66 0.06 -0.01
C 2.970812 -1.882861 -3.775580 -0.35 0.12 0.21 -0.24
C 4.072580 -2.872347 -3.597194 0.02 -0.30 -0.26 -0.03
C 1.672156 -2.284111 -4.137206 -0.27 0.13 -0.05 -0.01
C 0.604642 -1.400495 -4.019716 -0.06 -0.09 0.57 0.02
H -1.236389 2.761579 -5.247236 -0.15 0.28 0.06 0.09
H -2.499636 3.718358 -4.424316 0.17 -0.04 -0.06 0.10
H -1.031770 4.524159 -5.005734 -0.09 -0.37 0.09 0.09
H -0.639494 6.225087 -1.620309 -0.16 0.05 -0.35 0.08
H -0.600110 6.229164 -3.411418 0.07 -0.15 0.23 0.10
H -2.066243 5.710527 -2.554555 0.30 -0.11 0.07 0.11
H 1.659986 0.781293 -0.878277 -0.03 0.39 0.43 0.12
H 2.551626 2.032784 1.127655 -0.15 0.06 -0.06 0.08
H 1.899000 4.367457 1.575228 -0.02 -0.12 -0.29 0.11
H 0.554504 5.659093 -0.148487 0.19 -0.45 0.23 0.11
H -1.327011 0.356170 -3.298390 0.75 0.27 -0.25 0.15
H 2.340710 1.417512 -3.220008 0.02 -0.24 0.00 0.12
H 4.234785 -0.161159 -3.421216 -0.30 -0.13 0.02 0.13
H 3.697997 -3.881949 -3.794184 0.28 0.15 -0.06 0.09
H 4.899359 -2.624303 -4.273340 -0.06 -0.21 0.11 0.10
H 4.469232 -2.862017 -2.572481 -0.19 0.16 -0.22 0.10
H 1.514350 -3.317553 -4.469756 -0.05 0.50 0.21 0.13
H -0.413838 -1.705059 -4.274004 0.33 -0.09 0.22 0.13
```
Forces are in eV/Å.



# 2
ORCA calculation (wB97M-V/def2-TZVPD) on a molecular structure, C30H84AlF2N13O14P4S2.

Output
Spin multiplicity: 2
LUMO level (spin up / spin down) in eV: -2.412 / -6.627
E_HOMO (spin up / spin down) in Ha: -0.33710 / -0.33710
Total charge: +1
Electronic energy in eV: -151358.824

```
150
Properties=species:S:1:pos:R:3:forces:R:3:mulliken_spin:R:1
Al -1.492173 0.647350 -2.379953 0.26 0.17 0.78 0.00
N 0.431647 -0.486600 -0.702603 -1.49 -0.70 4.37 0.00
S 1.813467 -1.154200 -0.705643 8.16 -2.96 -5.24 0.00
O 1.889967 -2.646210 -0.787083 -0.63 3.40 1.11 0.00
O 2.972427 -0.433530 -0.173443 -2.19 -1.21 0.91 0.00
F 2.049167 -0.772480 -2.197933 -0.05 -0.09 -2.12 0.00
S 0.268077 -0.947280 0.907647 -5.84 0.29 4.65 0.00
O 0.954457 -0.177290 1.957017 0.04 -1.82 -2.13 0.00
O -0.160673 -2.342630 1.187127 2.05 2.40 -0.85 0.00
F -1.169903 -0.287520 1.094707 -0.60 0.56 -0.57 0.00
O 7.042817 0.514860 -3.277043 1.38 -0.17 0.07 0.00
P 7.436987 -0.819830 -3.795673 -0.81 -0.92 -0.88 0.00
N 8.061357 -0.738930 -5.399973 -0.88 -0.39 1.94 0.00
C 8.074147 -1.918460 -6.231563 -1.25 0.32 0.21 0.00
C 8.679047 0.423710 -6.023023 -1.02 -0.22 0.61 0.00
N 6.029167 -1.832260 -3.728523 0.76 0.23 -0.74 0.00
C 4.993007 -1.833490 -4.770803 1.19 -0.78 0.33 0.00
C 5.408947 -2.032500 -2.395723 1.10 -0.13 -0.44 0.00
N 8.624497 -1.735980 -2.982573 -2.56 0.33 0.00 0.00
C 8.846887 -3.155850 -3.246533 -0.56 0.32 -0.31 0.00
C 9.746367 -1.005570 -2.446813 -0.46 -0.75 -0.32 0.00
H 7.366597 -2.660020 -5.860673 0.48 -0.30 0.48 0.00
H 9.072027 -2.339490 -6.354343 -0.08 -0.03 -0.47 0.00
H 7.530127 -1.603190 -7.121923 0.78 -0.28 -0.92 0.00
H 9.646397 0.125050 -6.426913 0.06 0.25 -0.10 0.00
H 8.773177 1.232250 -5.298103 0.13 -0.07 -0.05 0.00
H 7.986407 0.746850 -6.800153 0.36 0.33 -0.45 0.00
H 4.588207 -2.844870 -4.734043 -0.45 0.01 -0.18 0.00
H 4.194477 -1.123300 -4.556123 0.02 0.24 -0.36 0.00
H 5.469227 -1.752920 -5.747963 -0.38 0.54 -0.05 0.00
H 5.538897 -1.123290 -1.808723 -0.18 -0.21 0.35 0.00
H 4.355077 -2.294660 -2.489173 0.03 0.29 -0.16 0.00
H 5.889587 -2.905310 -1.953803 0.06 0.19 0.52 0.00
H 9.276617 -3.668950 -2.386203 0.22 0.25 0.12 0.00
H 7.908777 -3.669800 -3.456043 -0.15 0.24 0.02 0.00
H 9.472147 -3.316410 -4.124813 0.38 -0.05 -0.02 0.00
H 10.035297 -1.684190 -1.644263 0.91 0.73 0.32 0.00
H 9.420967 -0.020370 -2.112733 0.17 -0.13 0.19 0.00
H 10.485197 -0.917890 -3.243393 0.65 0.17 0.29 0.00
O -3.931653 -0.752560 -1.069843 -0.37 -0.46 0.99 0.00
P -4.875123 -1.619990 -0.297433 -1.64 -0.85 0.45 0.00
N -4.273173 -3.040040 0.328047 1.22 0.74 -0.42 0.00
C -4.910513 -3.702390 1.459147 -0.27 0.57 -0.74 0.00
C -3.009503 -3.598440 -0.142343 -0.26 -0.76 0.72 0.00
N -6.154793 -2.279610 -1.187763 -0.42 -1.49 0.83 0.00
C -7.088103 -1.411930 -1.829823 0.54 0.56 -1.72 0.00
C -6.066793 -3.576160 -1.938223 1.86 0.88 1.17 0.00
N -5.654623 -0.880780 1.064067 -0.71 -2.40 -3.10 0.00
C -4.954273 0.125800 1.734277 0.72 0.93 0.82 0.00
C -7.021473 -1.180940 1.496757 0.08 0.72 0.18 0.00
H -4.605923 -4.747800 1.508667 0.10 0.09 0.05 0.00
H -5.988583 -3.666600 1.302387 -0.05 -0.22 0.17 0.00
H -4.701533 -3.161150 2.381917 0.11 -0.21 0.33 0.00
H -2.456553 -2.966530 -0.837363 -0.22 0.21 0.31 0.00
H -3.186813 -4.568060 -0.607623 -0.10 -0.16 -0.45 0.00
H -2.426563 -3.860210 0.740697 0.57 0.37 -0.09 0.00
H -6.453923 -0.954120 -2.588973 -0.38 1.39 -0.16 0.00
H -7.737793 -1.971700 -2.502623 -0.61 -0.19 0.73 0.00
H -7.623563 -0.709740 -1.190823 0.12 -0.06 -0.10 0.00
H -6.793483 -4.336560 -1.652203 -0.38 0.40 -0.07 0.00
H -6.021103 -3.390010 -3.011243 -0.45 -0.03 0.03 0.00
H -5.085013 -3.975670 -1.684063 -0.09 -0.35 -0.13 0.00
H -4.538323 0.879790 1.066007 0.04 0.06 -0.05 0.00
H -5.635763 0.615130 2.430137 0.27 0.10 0.18 0.00
H -4.127593 -0.342730 2.268297 0.27 0.48 0.48 -0.01
H -7.114403 -1.294470 2.576837 0.54 -0.22 0.29 0.00
H -7.465853 -2.080120 1.070007 0.25 0.30 -0.38 0.00
H -7.621933 -0.290870 1.308817 -0.49 -0.12 -0.36 0.00
O -1.066223 2.644580 -0.340483 -0.47 -1.49 -1.24 0.00
P -0.725743 3.916720 0.279967 2.79 2.54 1.48 0.00
N -0.525453 5.226230 -0.814383 0.51 -0.05 1.97 0.00
C -1.272633 5.198200 -2.039783 -0.02 0.15 -0.57 0.00
C 0.097817 6.559520 -0.469793 -0.14 -0.96 -0.84 0.00
N 0.679537 3.778540 1.316317 -0.75 -0.49 -0.24 0.00
C 1.783707 2.750480 1.112977 -0.69 1.50 -0.92 0.00
C 1.093227 4.812800 2.268627 0.28 0.06 0.14 0.00
N -1.868803 4.490430 1.327367 -0.20 -0.01 1.62 0.00
C -2.112763 3.642460 2.517137 0.19 0.42 -0.22 0.00
C -3.073693 5.120340 0.737147 1.16 -0.30 0.53 0.00
H -1.880463 6.091560 -2.183143 -0.23 0.16 0.26 0.00
H -1.940413 4.336950 -2.060333 0.13 -0.02 -0.12 0.00
H -0.598383 5.171240 -2.895803 0.07 -0.25 -0.18 0.00
H -0.568873 7.302970 -0.032883 -0.41 -0.27 0.24 0.00
H 0.433077 7.005800 -1.406023 -0.10 -0.10 -0.25 0.00
H 1.009257 6.530210 0.127307 -0.28 -0.58 0.16 0.00
H 2.074577 2.119610 1.952907 -0.92 0.00 0.30 0.00
H 1.539387 2.159490 0.230287 0.11 -0.10 0.21 0.00
H 2.688327 3.329530 0.927327 0.19 0.03 -0.44 0.00
H 1.690007 5.610870 1.826997 0.12 0.05 -0.28 0.00
H 0.331617 5.321800 2.859367 -0.61 -0.26 -0.43 0.00
H 1.751187 4.380530 3.022497 0.04 -0.37 -0.03 0.00
H -1.196563 3.496300 3.089257 0.24 -0.17 -0.41 0.00
H -2.753103 4.151720 3.237357 -0.42 0.04 -0.33 0.00
H -2.519763 2.676560 2.218007 -0.16 -0.17 0.27 0.00
H -2.773763 6.136980 0.483017 -0.38 -0.10 -0.62 0.00
H -3.855703 5.205500 1.491667 0.04 -0.24 -0.06 0.00
H -3.380523 4.478850 -0.088973 -0.56 0.55 -0.25 0.00
O -3.417023 0.732000 4.982857 1.37 -1.65 -0.26 0.01
P -2.615063 -0.195360 5.825357 -1.78 2.58 2.44 -0.04
N -1.028203 0.365490 6.057367 1.13 -1.01 0.89 0.36
C 0.032047 -0.257920 6.933517 -2.08 0.31 0.63 -0.02
C -0.410223 1.159830 5.026167 -1.21 0.97 -0.65 -0.03
N -2.381793 -1.845870 5.293237 -0.93 1.14 2.78 0.53
C -2.045863 -1.950060 3.918407 0.35 -0.48 -0.77 0.03
C -2.094483 -2.905740 6.283977 0.51 -0.13 -0.68 -0.03
N -3.284733 -0.239370 7.407387 0.68 -0.84 -0.79 0.01
C -3.311773 0.891970 8.378177 0.87 0.21 -0.25 0.00
C -4.495843 -1.027020 7.566577 -1.36 -0.12 1.06 0.00
H 0.680397 0.474480 7.414497 0.34 0.42 -1.08 0.01
H 0.539957 -1.023690 6.347237 0.28 -0.02 0.39 0.01
H -0.462393 -0.573690 7.852167 -0.20 -1.05 -0.31 0.00
H -1.194483 1.824310 4.663567 0.16 0.11 -0.28 0.00
H -0.088803 0.565430 4.170897 0.47 -0.14 -0.12 0.04
H 0.383287 1.776280 5.448577 0.13 -0.33 -0.08 0.01
H -2.765473 -1.440040 3.277977 0.13 0.29 0.17 0.02
H -1.070143 -1.466460 3.871607 0.38 -0.04 -0.93 0.02
H -1.976413 -2.980290 3.569257 0.21 -0.01 0.28 0.01
H -1.043103 -2.928000 6.570687 0.46 0.25 -0.38 0.04
H -2.578623 -2.808010 7.255657 -0.58 0.25 -0.51 0.01
H -2.268833 -3.858750 5.784507 -0.29 -0.01 0.20 0.01
H -4.061713 1.669740 8.234097 -0.35 -0.29 -0.69 0.00
H -3.492783 0.519020 9.386267 0.10 -0.43 -0.12 0.00
H -2.365323 1.431230 8.417207 0.17 -0.24 -0.21 0.00
H -4.651663 -1.916060 6.955497 0.42 0.28 -0.33 0.00
H -5.408713 -0.431750 7.546047 -0.05 0.45 -1.02 0.00
H -4.633253 -1.343820 8.600427 0.86 -0.49 0.30 0.00
C 3.332777 1.505430 -3.737293 -0.83 -0.38 0.41 0.00
O 3.042907 2.884910 -3.350223 1.39 -0.12 -0.70 0.00
C 1.963287 3.176420 -2.677553 -1.99 -2.95 1.49 0.00
O 1.136347 2.298210 -2.251083 2.34 3.32 -1.68 0.00
O 1.831417 4.484290 -2.455583 -0.95 -0.07 -0.12 0.00
C 2.924447 5.414560 -2.462213 0.71 -0.34 0.33 0.00
H 3.657027 0.893660 -2.895453 -0.14 0.40 0.25 0.00
H 4.125907 1.431460 -4.481313 -0.16 0.83 0.02 0.00
H 2.392537 1.098340 -4.109213 0.18 -0.15 -0.10 0.00
H 3.504327 5.458900 -3.384103 -0.11 -0.53 -0.01 0.00
H 3.537317 5.122530 -1.609453 0.41 0.20 -0.21 0.00
H 2.579547 6.433940 -2.289013 -0.63 -0.36 0.07 0.00
C -3.972343 -2.898380 -5.166483 -1.47 -0.14 -0.18 0.00
O -3.057223 -3.872290 -4.701593 1.59 0.27 1.51 0.00
C -2.175833 -3.428920 -3.742543 0.98 0.76 -1.15 0.00
O -2.071843 -2.247920 -3.391573 -0.32 -2.35 -0.19 0.00
O -1.321113 -4.444620 -3.426063 -1.59 0.78 -0.52 0.00
C -0.229143 -4.054330 -2.587333 0.01 1.19 0.48 0.00
H -4.353933 -3.202750 -6.141083 0.75 -0.04 -0.26 0.00
H -3.605753 -1.871920 -5.175713 0.13 -0.29 0.10 0.00
H -4.883733 -3.003370 -4.577883 0.14 0.54 0.42 0.00
H 0.559417 -4.805140 -2.536863 -0.48 -0.14 -0.35 0.00
H -0.602583 -3.833850 -1.587313 0.16 -0.19 0.07 0.00
H 0.154197 -3.110100 -2.974093 0.33 -0.16 0.05 0.00
```
Forces are in eV/Å.